Entry 1:
# C40H81BrN8O2P2

A cluster of 3 separate species, C40H81BrN8O2P2 in total in a non-equilibrium geometry (the ωB97M-V functional and the def2-TZVPD basis, the OMol25 dataset).

Results
- HOMO: -10.304 eV
- Gap between HOMO and LUMO: 2.85 eV
- LUMO level: -7.4525 eV
- Multiplicity: 1
- Largest force on an atom: 9.2 eV/Å
- Total charge: +2

Each line ends with the Mulliken charge.
Atoms and positions in Å:
Br1 -11.930 -4.065 4.636  -0.0984
P1 6.971 6.228 -1.564  0.8489
P2 -0.284 4.464 -1.727  0.8683
O1 5.840 5.252 -1.870  -0.7328
O2 -0.430 3.709 -0.398  -0.7888
N1 6.604 6.269 0.134  0.1897
N2 -0.150 5.259 -3.306  -0.0744
N3 8.186 7.489 -1.303  -0.1066
N4 -8.136 -5.934 2.462  0.2045
N5 8.227 5.054 -1.831  0.0211
N6 1.445 4.250 -1.729  0.1941
N7 -2.294 -1.524 2.021  0.4337
N8 -0.637 5.999 -0.998  0.1060
C1 -2.050 -2.883 2.104  -0.3041
C2 -4.491 -3.416 2.345  0.6548
C3 -1.355 5.979 0.278  -0.9678
C4 -0.052 4.273 -4.413  -1.0966
C5 -0.449 -6.485 2.067  1.3005
C6 -9.380 -6.758 2.379  -0.9434
C7 -1.060 0.065 0.383  -0.0091
C8 0.756 -6.418 3.100  -1.1175
C9 -5.724 -4.322 2.473  0.4088
C10 -10.465 -6.281 3.424  -0.4849
C11 -1.372 -2.036 -1.231  0.8200
C12 -8.016 -4.909 1.520  -0.3556
C13 -3.597 -1.061 2.134  -0.2225
C14 1.881 2.867 -1.928  -0.7124
C15 8.711 8.023 -2.587  -1.1191
C16 -1.930 -0.641 -0.730  -1.1962
C17 0.285 7.122 -0.969  -1.2824
C18 -1.205 -0.535 1.850  -1.0868
C19 -4.724 -1.957 2.295  -0.7316
C20 8.357 4.618 -3.224  -1.0045
C21 2.442 5.144 -2.304  -0.6199
C22 -11.124 -4.887 3.034  -0.5538
C23 -3.079 -4.034 -1.606  0.3377
C24 -2.059 -6.286 -0.641  0.6345
C25 2.865 -5.421 1.978  -0.5873
C26 -6.824 -4.083 1.497  -0.7112
C27 -2.121 -5.273 -1.878  -1.0558
C28 5.272 5.816 0.537  -0.9080
C29 1.629 -5.093 2.926  -0.1670
C30 -1.333 6.084 -3.673  -1.0287
C31 -0.613 -6.922 -0.547  -0.7706
C32 -3.101 -3.879 2.269  -0.4035
C33 -2.507 -2.672 -2.170  -1.3194
C34 2.395 -5.342 0.466  -0.3583
C35 -0.259 -7.507 0.872  -1.0727
C36 -7.161 -6.157 3.401  -0.1290
C37 -5.914 -5.378 3.467  -0.5125
C38 7.537 5.888 1.181  -1.2939
C39 7.668 8.695 -0.602  -1.0138
C40 9.535 5.011 -1.198  -0.7574
H1 -0.983 -3.223 2.035  0.3761
H2 3.170 -6.488 2.167  0.2622
H3 -3.788 0.040 2.100  0.4212
H4 0.990 -4.249 2.540  -0.1295
H5 -7.332 -6.994 4.126  0.4260
H6 3.687 -4.687 2.171  0.3469
H7 2.349 6.169 -1.965  0.0987
H8 -0.214 -0.996 2.119  0.2897
H9 5.027 6.166 1.545  0.3399
H10 5.199 4.722 0.532  0.3109
H11 -0.876 3.555 -4.386  0.3627
H12 -0.595 -7.786 -1.272  0.3353
H13 9.490 5.045 -0.115  0.1843
H14 -6.703 -3.276 0.731  0.4815
H15 -1.460 6.953 -3.033  0.3244
H16 -11.875 -4.993 2.201  0.4084
H17 9.390 8.859 -2.414  0.4222
H18 -9.172 -7.863 2.413  0.4013
H19 0.653 7.376 -1.964  0.3864
H20 1.130 6.939 -0.296  0.3378
H21 0.316 -6.367 4.138  0.2951
H22 -3.017 -0.764 -0.477  0.2412
H23 -2.100 -2.818 -3.213  0.3947
H24 0.117 -6.167 -0.933  0.2298
H25 1.314 2.184 -1.292  -0.0387
H26 -10.014 -6.161 4.441  0.4299
H27 -4.021 -4.240 -2.199  0.4827
H28 2.297 -6.353 -0.008  0.1847
H29 -10.352 -4.154 2.656  0.2486
H30 -8.848 -4.746 0.796  0.4338
H31 -3.387 -3.956 -0.519  -0.4500
H32 10.032 4.061 -1.417  0.3835
H33 1.760 2.532 -2.965  0.3160
H34 -2.256 5.498 -3.637  0.3731
H35 -11.294 -7.042 3.391  0.3474
H36 -0.061 4.773 -5.383  0.4207
H37 8.447 9.459 -0.532  0.3922
H38 -0.691 5.719 1.110  0.2940
H39 3.134 -4.762 -0.156  0.4399
H40 -5.770 -1.585 2.354  0.5514
H41 -2.563 -5.861 -2.734  0.3168
H42 6.806 9.121 -1.124  0.3708
H43 1.391 -7.351 3.094  0.4733
H44 -1.215 6.491 -4.681  0.3885
H45 2.933 2.738 -1.657  0.3192
H46 -0.893 -8.418 1.057  0.4229
H47 -1.800 6.955 0.492  0.3234
H48 2.443 5.148 -3.402  0.1857
H49 7.903 8.362 -3.240  0.3764
H50 -0.590 -5.447 1.648  -1.1094
H51 0.886 3.719 -4.382  0.2397
H52 -1.408 0.338 2.532  0.4331
H53 8.486 6.419 1.098  0.4021
H54 -5.122 -5.592 4.224  0.4959
H55 -2.874 -4.975 2.336  0.2319
H56 -9.827 -6.578 1.357  0.3140
H57 7.717 4.807 1.194  0.3205
H58 -1.096 -4.935 -2.191  0.4625
H59 3.447 4.849 -1.989  0.3786
H60 7.375 8.497 0.425  0.3107
H61 -3.377 -1.957 -2.257  0.4773
H62 7.151 6.170 2.165  0.4432
H63 -2.813 -7.112 -0.736  0.4671
H64 1.407 -4.818 0.340  -0.2974
H65 4.502 6.223 -0.117  0.1815
H66 -1.380 -6.759 2.645  0.4751
H67 -1.900 0.043 -1.630  0.4938
H68 -2.183 5.271 0.254  0.2906
H69 -0.459 -1.843 -1.865  0.4595
H70 10.211 5.808 -1.535  0.2705
H71 0.811 -7.870 0.841  0.3400
H72 8.955 3.706 -3.302  0.4029
H73 -2.320 -5.693 0.277  -0.6908
H74 7.382 4.383 -3.651  0.2234
H75 -1.049 -2.731 -0.411  -0.6878
H76 2.039 -4.756 3.920  0.3689
H77 0.008 0.029 0.020  0.3027
H78 9.298 7.281 -3.126  0.2518
H79 -0.221 8.029 -0.625  0.4671
H80 -1.358 1.155 0.402  0.1649
H81 8.823 5.378 -3.861  0.2582

Atomic forces in eV per Å
Br 0.3 -0.4 -0.9
P 2.7 -5.5 6.1
P 6.2 5.4 4.3
O -0.8 3.0 -3.1
O -3.0 -2.7 -2.4
N -0.6 0.2 0.5
N -3.5 -1.8 -0.8
N -2.4 2.1 -1.9
N 1.2 1.1 -0.7
N 0.4 -0.2 -0.9
N 0.5 -0.9 -0.4
N -1.9 -1.4 0.6
N -0.8 0.2 0.2
C -1.0 -0.8 0.1
C 1.4 1.6 0.1
C -0.2 -0.3 0.0
C 0.8 -0.3 -0.2
C 0.4 -0.3 0.1
C -1.6 -0.1 -0.4
C -0.9 0.2 -0.9
C -0.7 0.9 0.7
C -1.7 -0.9 -0.5
C -0.3 0.5 -0.5
C -0.6 0.6 -1.0
C 2.3 0.8 0.8
C -1.2 -1.3 0.1
C -0.1 -0.2 0.5
C 0.6 -0.4 -0.4
C 0.8 -0.1 -0.3
C 0.0 0.3 -0.7
C 1.6 1.2 -0.4
C 2.0 -1.3 -0.4
C -0.5 -0.3 -0.1
C 0.2 0.2 -0.4
C 0.8 -0.2 -0.6
C -0.2 -0.2 -1.3
C 0.7 0.5 -0.5
C -1.4 0.5 -0.5
C -0.1 -1.5 1.5
C -0.9 -0.6 0.4
C -0.2 0.1 -0.3
C 1.0 -1.3 0.3
C -0.2 0.7 0.0
C -0.8 -0.6 0.0
C -1.1 1.9 0.1
C 0.2 -0.4 0.6
C 0.5 0.3 -0.4
C 0.2 0.1 -0.2
C 1.5 0.9 0.0
C -1.5 0.5 -2.0
C 0.5 0.6 0.0
C 0.0 0.3 0.6
C 0.4 0.4 0.1
H -1.2 0.6 0.1
H 0.1 1.3 0.1
H 0.5 -1.1 0.0
H 0.7 -0.7 0.2
H 0.0 0.9 -0.9
H -0.6 -0.9 -0.2
H -0.3 0.0 0.0
H -1.3 0.2 0.1
H 0.3 0.1 0.0
H -0.1 0.0 0.0
H 0.0 0.1 -0.2
H 0.1 0.9 0.6
H -0.2 0.2 0.0
H -0.3 -1.0 0.8
H 0.1 -0.3 0.2
H 0.5 0.0 1.2
H -0.2 0.0 0.2
H 0.2 1.2 0.3
H 0.1 -0.2 0.0
H 0.0 0.0 0.0
H 0.4 -0.2 -1.0
H 0.9 0.2 0.1
H -0.5 0.0 1.1
H -0.4 -0.7 0.7
H -0.1 0.1 0.0
H -0.5 -0.5 -0.8
H 0.8 0.3 0.8
H 0.1 0.9 0.5
H -0.8 -0.7 0.6
H 0.8 -0.4 0.8
H 0.5 0.0 -1.0
H -0.3 0.0 -0.2
H 0.2 -0.1 -0.1
H 0.0 0.1 -0.2
H 1.0 0.6 0.5
H -0.1 0.1 0.2
H 0.1 -0.2 -0.3
H -0.1 -0.1 0.1
H -0.7 -0.6 0.6
H 1.1 0.0 0.0
H 0.7 0.8 0.7
H 0.1 0.2 0.0
H -0.6 1.1 -0.2
H 0.2 -0.3 0.0
H -0.1 0.2 -0.1
H 0.6 0.8 -0.2
H 0.2 0.1 -0.2
H 0.0 0.0 -0.1
H 0.1 0.2 0.0
H 0.1 -1.0 0.3
H 0.0 0.0 0.2
H 0.2 -1.2 -0.5
H 0.0 -0.1 -0.2
H -1.0 0.1 -0.7
H 0.1 1.3 -0.2
H 0.7 -0.2 1.0
H 0.1 0.0 0.0
H -0.9 -0.3 0.5
H -0.2 -0.2 0.0
H -0.1 -0.3 -0.2
H 1.0 -0.6 0.1
H -0.2 0.0 -0.1
H 0.5 0.8 0.0
H 0.9 -0.5 0.3
H 0.1 -0.2 0.0
H 0.8 0.3 -0.6
H -0.2 -0.7 1.0
H 0.2 0.0 0.1
H -0.8 -0.2 0.8
H 0.1 0.0 0.0
H -1.1 0.4 0.1
H 0.0 0.1 0.2
H 0.4 -0.6 -0.6
H -0.1 0.1 0.1
H -0.4 0.5 -0.6
H -0.5 -0.4 -0.8
H -1.0 0.0 0.7
H -0.1 -0.2 0.1
H -0.1 -0.2 0.1
H 0.5 -1.1 0.1
H 0.2 -0.1 -0.1

Entry 2:
# C3H10S3

A cluster of 2 separate species, C3H10S3 in total in a non-equilibrium geometry (the ωB97M-V functional and the def2-TZVPD basis, the OMol25 dataset).

Results
- HOMO: -8.448 eV
- Gap between HOMO and LUMO: 8.62 eV
- LUMO level: 0.1746 eV
- SMILES: CCS.CSS
- Multiplicity: 1
- Largest force on an atom: 1.2 eV/Å
- Total charge: 0

Each line ends with the Mulliken charge.
Atoms and positions in Å:
S1 1.511 -0.506 -1.003  0.0028
S2 -1.957 2.988 1.461  -0.2400
S3 0.252 -1.446 -2.430  -0.1764
C1 -1.552 0.317 1.009  -1.2731
C2 -0.761 1.583 1.322  -0.1974
C3 2.789 -1.732 -1.334  -0.9438
H1 -2.089 0.371 0.057  0.3132
H2 2.399 -2.738 -1.489  0.3159
H3 3.526 -1.795 -0.538  0.3042
H4 -0.940 -0.580 0.948  0.3379
H5 0.021 1.884 0.630  0.2600
H6 -0.829 -0.706 -2.145  0.1300
H7 -0.349 1.441 2.320  0.2836
H8 -3.013 2.200 1.678  0.1004
H9 -2.318 0.210 1.775  0.4318
H10 3.311 -1.493 -2.261  0.3510

Atomic forces in eV per Å
S -0.3 -0.7 -0.4
S 0.4 -0.1 -0.2
S 0.0 0.5 0.3
C 0.0 0.1 -0.7
C -0.9 0.0 0.7
C 0.7 -0.3 -0.4
H 0.1 0.2 0.0
H -0.4 0.1 0.3
H -0.1 0.3 0.2
H 0.2 0.0 0.3
H -0.1 -0.2 -0.1
H 0.0 0.0 0.0
H 0.4 0.2 -0.1
H -0.1 0.1 0.1
H 0.1 -0.3 0.1
H 0.0 0.2 0.1

Entry 3:
# C32H38BCrN4O4

A structure of composition C32H38BCrN4O4 in a non-equilibrium geometry (the ωB97M-V functional and the def2-TZVPD basis, the OMol25 dataset).

Results
- <S²>: 3.821
- HOMO (spin up / spin down): -7.957 / -7.970 eV
- Gap between HOMO and LUMO (spin up / spin down): 8.11 / 8.00 eV
- LUMO level (spin up / spin down): 0.1573 / 0.0288 eV
- Multiplicity: 4
- Largest force on an atom: 1.4 eV/Å
- Total charge: 0

Each line ends with the Löwdin spin population.
Atoms and positions in Å:
Cr1 -0.249 -0.142 0.298  2.9997
O1 0.042 2.513 0.582  0.0029
O2 -4.922 -4.646 -1.641  0.0000
O3 -4.697 -4.810 2.414  0.0000
O4 1.572 1.892 2.160  -0.0065
N1 1.614 -0.141 -0.791  -0.0008
N2 0.420 -1.943 0.769  -0.0092
N3 -4.363 -3.854 0.394  0.0000
N4 -1.422 -1.430 -1.410  0.0057
C1 3.986 3.246 -1.622  -0.0011
C2 2.467 0.959 -1.133  -0.0001
C3 1.711 5.789 0.906  0.0007
C4 2.674 4.103 2.366  0.0003
C5 0.771 -4.146 1.094  0.0077
C6 -2.523 0.888 2.292  0.0030
C7 0.909 1.563 -3.043  0.0013
C8 -2.265 -2.306 -0.863  0.0045
C9 -4.242 -3.903 -0.952  0.0000
C10 0.776 4.882 0.402  0.0008
C11 1.414 -2.365 -0.092  0.0098
C12 -3.871 1.611 2.330  -0.0023
C13 2.642 5.406 1.866  0.0011
C14 5.203 -0.551 0.525  0.0000
C15 3.603 1.221 -0.349  -0.0013
C16 0.042 -3.015 1.481  0.0179
C17 -2.533 -0.302 3.245  0.0034
C18 1.317 0.663 -4.218  0.0003
C19 -2.165 0.417 0.874  -0.0479
C20 -2.448 -1.852 -3.525  -0.0003
C21 0.828 3.601 0.897  -0.0032
C22 4.014 0.366 0.828  -0.0001
C23 -1.523 -1.210 -2.719  0.0020
C24 4.345 2.367 -0.617  0.0002
C25 -3.332 -2.738 -2.941  0.0015
C26 -5.235 -4.755 1.107  0.0000
C27 1.748 3.223 1.857  -0.0036
C28 1.656 -3.726 0.097  0.0176
C29 2.070 -1.353 -0.837  0.0185
C30 2.855 2.982 -2.379  0.0003
C31 2.087 1.848 -2.145  -0.0009
C32 -3.250 -2.964 -1.576  0.0006
B1 0.530 1.417 1.360  -0.0300
H1 -2.749 0.007 4.272  0.0001
H2 -3.794 -3.252 0.965  0.0001
H3 -1.563 -0.810 3.239  0.0025
H4 3.356 6.133 2.237  0.0000
H5 2.980 -1.582 -1.390  0.0004
H6 -2.928 -0.316 0.579  0.0029
H7 5.207 2.589 0.007  0.0000
H8 -3.304 -1.022 2.944  0.0000
H9 -2.111 -2.489 0.193  0.0016
H10 1.642 -0.319 -3.863  0.0001
H11 4.290 1.038 1.643  0.0000
H12 2.152 1.110 -4.760  0.0001
H13 0.528 2.508 -3.430  0.0000
H14 -2.474 -1.653 -4.588  -0.0001
H15 -5.268 -5.352 2.964  0.0000
H16 0.682 -5.137 1.516  0.0000
H17 0.047 5.168 -0.346  0.0000
H18 3.169 -0.220 1.188  -0.0001
H19 4.569 4.141 -1.802  -0.0001
H20 1.705 6.811 0.545  0.0000
H21 5.459 -1.150 1.401  0.0000
H22 -0.832 -0.493 -3.138  0.0001
H23 -4.669 0.933 2.005  -0.0001
H24 -4.116 1.969 3.336  -0.0005
H25 3.393 3.790 3.112  0.0000
H26 -3.866 2.470 1.655  0.0000
H27 -2.306 1.261 0.178  -0.0023
H28 -4.090 -3.260 -3.511  0.0001
H29 -6.257 -4.374 1.113  0.0000
H30 0.101 1.102 -2.473  0.0015
H31 2.556 3.666 -3.167  0.0000
H32 0.493 0.526 -4.924  0.0000
H33 6.082 0.034 0.244  0.0000
H34 -1.759 1.590 2.643  -0.0007
H35 4.985 -1.234 -0.300  0.0000
H36 2.385 -4.325 -0.430  0.0010
H37 -0.720 -2.940 2.246  0.0008
H38 -5.228 -5.720 0.604  0.0000

Atomic forces in eV per Å
Cr -0.8 -0.7 -0.9
O 0.2 0.2 0.1
O 0.0 0.1 0.1
O 0.0 0.0 -0.1
O 0.0 -0.1 0.2
N 0.1 0.1 0.0
N 0.1 -0.1 0.2
N 0.0 -0.1 -0.1
N 0.1 0.3 0.1
C 0.0 0.0 0.0
C -0.1 0.0 0.0
C 0.0 0.0 0.0
C 0.1 0.0 0.1
C 0.0 0.0 0.1
C 0.0 0.0 -0.1
C 0.2 0.0 -0.1
C 0.1 -0.1 0.1
C 0.0 -0.1 0.1
C 0.0 0.1 -0.1
C 0.0 0.1 0.0
C 0.0 0.0 0.0
C 0.0 0.0 0.0
C 0.0 0.0 0.0
C -0.1 0.0 0.1
C 0.0 -0.1 0.0
C 0.1 0.0 0.1
C -0.1 0.0 0.1
C 0.0 0.0 0.5
C 0.0 0.0 -0.1
C -0.2 -0.3 -0.1
C 0.1 -0.1 -0.1
C 0.0 0.0 0.0
C 0.1 0.1 0.0
C -0.1 0.0 -0.1
C 0.2 0.1 0.1
C -0.1 -0.2 0.1
C 0.0 -0.1 -0.1
C 0.0 0.0 0.0
C 0.0 0.0 0.0
C -0.1 0.0 -0.1
C 0.0 -0.1 0.0
B 0.5 1.1 0.0
H 0.0 0.0 0.0
H 0.0 0.1 0.0
H -0.1 0.0 0.0
H 0.0 0.0 0.0
H 0.1 0.0 0.0
H 0.0 -0.1 0.0
H -0.1 0.0 0.0
H 0.1 0.0 0.0
H 0.0 0.0 0.0
H 0.0 0.0 0.0
H 0.0 0.0 0.0
H 0.0 0.0 0.0
H -0.1 0.0 0.0
H 0.0 0.0 0.0
H 0.0 0.0 0.0
H 0.0 0.1 -0.1
H 0.0 0.0 0.0
H 0.0 0.0 0.0
H 0.0 0.0 0.0
H 0.0 -0.1 0.0
H 0.0 0.0 -0.1
H 0.0 0.0 0.0
H 0.0 0.1 0.0
H 0.0 0.0 -0.1
H 0.0 0.0 0.0
H 0.0 0.0 0.0
H 0.1 0.1 -0.1
H 0.0 0.0 0.0
H -0.1 0.1 0.1
H 0.0 0.0 0.1
H 0.0 0.0 0.0
H 0.0 0.0 0.0
H 0.0 0.0 0.0
H 0.0 0.0 0.0
H 0.0 0.0 0.0
H 0.0 0.1 0.1
H 0.0 0.0 0.0
H 0.0 -0.1 -0.1

Entry 4:
# C5H15N2O

A cluster of 2 separate species, C5H15N2O in total in a non-equilibrium geometry (the ωB97M-V functional and the def2-TZVPD basis, the OMol25 dataset).

Results
- HOMO: -13.351 eV
- Gap between HOMO and LUMO: 10.39 eV
- LUMO level: -2.9582 eV
- Multiplicity: 1
- Largest force on an atom: 6.3 eV/Å
- Total charge: +1

Each line ends with the Mulliken charge.
Atoms and positions in Å:
O1 -0.684 1.813 3.881  -0.6563
N1 1.292 -0.802 0.664  -0.3284
N2 0.575 1.117 -1.261  -0.3435
C1 1.968 -0.735 1.689  -0.1894
C2 -0.237 -1.284 -1.069  -0.8572
C3 -1.497 0.519 -2.419  -1.4693
C4 -0.705 0.165 -1.189  0.2088
C5 0.273 -1.778 0.339  -0.6627
H1 -2.513 0.019 -2.191  0.3367
H2 2.802 0.125 1.701  0.1555
H3 0.610 -2.900 0.423  0.3849
H4 -1.139 1.328 4.609  0.3294
H5 0.916 1.170 -2.243  0.3945
H6 -1.688 1.577 -2.556  0.4671
H7 -1.033 -1.957 -1.232  0.4546
H8 -0.544 -1.746 1.201  0.3334
H9 0.295 2.102 -0.926  0.3817
H10 2.365 -1.379 2.516  0.2823
H11 -1.152 0.454 -0.280  0.4099
H12 -1.168 0.281 -3.418  0.3829
H13 0.481 -1.523 -1.866  0.3227
H14 1.265 0.719 -0.594  0.3307
H15 -0.483 2.716 4.220  0.3316

Atomic forces in eV per Å
O -0.2 0.3 0.9
N -1.1 0.1 -0.7
N -1.1 1.1 0.4
C 5.7 1.9 1.8
C 0.6 -1.1 0.8
C -2.9 -0.7 0.9
C 2.6 0.3 -1.3
C -0.8 -0.6 1.3
H 1.3 0.8 -1.0
H -2.1 -1.2 -0.1
H -0.3 2.1 -0.8
H 0.6 0.8 -0.7
H -0.1 -0.1 1.0
H -0.2 0.4 0.7
H -1.4 -0.4 -0.8
H 1.2 0.2 -2.0
H 0.6 -1.8 -0.8
H -1.9 -0.5 -0.5
H -0.9 0.5 0.9
H 0.6 -1.1 0.0
H 0.1 0.1 0.3
H 0.1 -0.2 0.0
H -0.3 -1.1 -0.2

Which value of total charge does entry 4 give? +1